No. 1
A gas-phase ion, C3H4NO5 (charge -1), computed with wB97M-V/def2-TZVPD.

Last columns: bonded neighbours and bond lengths (Å).
Positions of all 13 atoms, in Å:
1 C 0.9867 0.7214 -1.5742  C2 1.556, O6 1.194, H10 1.142
2 C 0.3326 -0.6704 -1.3404  C1 1.556, O5 1.399, O7 1.450, H12 1.071
3 C -1.4553 0.4257 1.5688  N4 1.330, O8 1.208, O9 1.422
4 N -0.4690 0.0314 0.7691  C3 1.330, O5 1.522
5 O -0.8489 -0.4225 -0.6335  C2 1.399, N4 1.522
6 O 0.9014 1.5086 -2.4683  C1 1.194
7 O 1.2271 -1.5229 -0.5819  C2 1.450, H11 1.052
8 O -2.5743 0.8569 1.4263  C3 1.208
9 O -0.8072 0.4833 2.8330  C3 1.422, H13 0.925
10 H 1.7919 0.8917 -0.7819  C1 1.142
11 H 0.9998 -1.1094 0.3580  O7 1.052
12 H 0.0099 -1.1049 -2.2650  C2 1.071
13 H -0.0946 -0.0890 2.6900  O9 0.925

Computed properties:
* Kohn-Sham gap (alpha / beta): 5.66 / 5.65 eV
* charge: -1
* lowest unoccupied orbital energy (alpha / beta): 3.78 / 1.37 eV
* largest force on an atom: 5.78 eV/A
* HOMO level (alpha / beta): -1.8811 / -4.2801 eV
* multiplicity: 3

***

No. 2
A single C3H2O2S molecule, computed with wB97M-V/def2-TZVPD.

Last columns: bonded neighbours and bond lengths (Å).
Positions of all 8 atoms, in Å:
1 C 0.9010 0.2850 -0.8984  C2 1.515, H4 1.081, S8 1.606
2 C -0.2854 -0.3621 -0.2132  C1 1.515, C3 1.454, O6 1.221
3 C -0.6756 -0.0069 1.1421  C2 1.454, H5 1.113, O7 1.195
4 H 1.4803 0.7884 -0.1364  C1 1.081
5 H -1.4970 -0.6662 1.5004  C3 1.113
6 O -0.9698 -1.2721 -0.6537  C2 1.221
7 O -0.2374 0.9445 1.7170  C3 1.195
8 S 1.2839 0.2893 -2.4578  C1 1.606

Computed properties:
* Kohn-Sham gap: 7.44 eV
* charge: 0
* energy above the lowest of the compared OMol25 structures with the same formula, charge and spin: 34.3 kcal per mole
* structure (SMILES): O=CC(=O)C=S
* lowest unoccupied orbital energy: -2.08 eV
* largest force on an atom: 3.16 eV/A
* HOMO level: -9.5117 eV

***

> Which value of charge does entry 1 give?

-1

***

> Among the records above, which one has the lowest charge?

C3H4NO5